[1]
Entry from the OMol25 dataset: an isolated molecule of C16H13ClN4O4S (ωB97M-V/def2-TZVPD).

For the highest occupied orbital energy, the calculation gives -9.082 eV. The SMILES is N#Cc1cncc(N2C[C@@H](S(=O)(=O)c3ccccc3Cl)C[C@H]2C(=O)O)n1. As for the HOMO-LUMO gap: 8.3 eV.

Cartesian coordinates (Å):
N  -5.340  -4.233  1.651
C  -4.271  -3.987  1.201
C  -2.993  -3.710  0.648
C  -2.406  -4.695  -0.200
N  -1.220  -4.509  -0.842
C  -0.628  -3.299  -0.599
C  -1.189  -2.342  0.276
N  -0.605  -1.055  0.566
C  0.801  -0.768  0.297
C  1.036  0.237  1.423
S  2.536  1.168  1.069
O  2.825  2.110  2.153
O  3.561  0.131  1.011
C  2.377  2.006  -0.499
C  2.984  1.439  -1.642
C  3.032  2.107  -2.836
C  2.476  3.396  -2.954
C  1.907  3.994  -1.815
C  1.844  3.317  -0.595
Cl  1.096  4.110  0.731
C  -0.270  1.043  1.479
C  -1.360  -0.001  1.315
C  -2.661  0.560  0.646
O  -2.586  1.095  -0.455
O  -3.847  0.517  1.370
N  -2.361  -2.543  0.901
H  -2.924  -5.604  -0.398
H  0.323  -3.036  -1.016
H  0.933  -0.308  -0.681
H  1.489  -1.618  0.377
H  1.174  -0.304  2.372
H  3.509  0.477  -1.634
H  3.588  1.638  -3.658
H  2.589  3.907  -3.930
H  1.495  4.996  -1.889
H  -0.448  1.544  2.422
H  -0.287  1.806  0.680
H  -1.642  -0.385  2.307
H  -4.536  0.801  0.747

[2]
Entry from the OMol25 dataset: C16H13F5N4NbS2SbSe4 as an isolated structure (ωB97M-V/def2-TZVPD).

For the highest occupied orbital energy, the calculation gives -6.805 eV. As for the HOMO-LUMO gap: 4.0 eV.

Cartesian coordinates (Å):
Nb  0.331  -1.857  0.619
C  -3.493  2.811  4.088
C  -3.176  1.804  3.020
N  -2.266  0.642  3.400
C  -1.758  -0.136  2.443
S  -0.743  -1.533  2.846
N  -2.031  0.137  1.140
N  -1.325  -0.654  0.193
C  -1.590  -0.587  -1.118
C  -2.590  0.470  -1.642
C  -1.010  -1.578  -1.935
C  -0.896  -1.589  -3.389
C  -0.148  -2.557  -3.949
C  0.278  -3.757  -3.217
C  0.207  -3.717  -1.855
N  -0.510  -2.648  -1.266
H  -4.499  2.673  4.544
H  -3.503  3.844  3.581
H  -2.701  2.699  4.882
H  -2.526  2.264  2.252
H  -4.131  1.452  2.590
H  -2.064  0.516  4.383
H  -3.177  0.975  -0.888
H  -3.230  -0.045  -2.429
H  -2.062  1.273  -2.141
H  -1.328  -0.638  -3.852
H  0.017  -2.411  -5.017
H  0.556  -4.588  -3.823
H  0.671  -4.416  -1.198
Se  4.364  -5.376  0.377
Sb  3.224  -3.965  2.133
Se  2.645  -1.866  -0.438
Se  0.697  -4.169  1.366
Se  4.351  -1.729  1.147
F  3.871  4.242  -2.267
C  3.319  3.286  -1.463
C  2.218  2.542  -1.846
F  1.604  2.897  -2.973
C  1.795  1.481  -1.039
F  0.712  0.808  -1.467
C  2.444  1.209  0.205
S  1.712  0.151  1.478
C  3.386  2.156  0.631
F  3.769  2.267  1.908
C  3.845  3.157  -0.202
F  4.742  4.062  0.187

[3]
Entry from the OMol25 dataset: an isolated molecule of C16H13FN4O3S2 (ωB97M-V/def2-TZVPD).

For the highest occupied orbital energy, the calculation gives -8.438 eV. The SMILES is O=C(CSc1nnc(CNC(=O)c2cccs2)o1)Nc1ccccc1F. As for the HOMO-LUMO gap: 8.7 eV.

Cartesian coordinates (Å):
O  3.531  -0.721  -2.481
C  2.900  -1.265  -1.604
C  2.697  -2.781  -1.599
S  1.099  -3.208  -2.386
C  0.064  -2.833  -1.064
N  0.424  -2.607  0.168
N  -0.700  -2.304  0.844
C  -1.677  -2.354  0.005
C  -3.080  -1.930  0.267
N  -3.069  -0.588  0.817
C  -2.275  0.355  0.233
O  -1.687  0.146  -0.812
C  -2.207  1.650  0.913
C  -1.603  2.771  0.411
C  -1.682  3.874  1.280
C  -2.339  3.582  2.434
S  -2.878  1.956  2.483
O  -1.263  -2.715  -1.234
N  2.314  -0.649  -0.548
C  2.222  0.722  -0.305
C  2.726  1.704  -1.153
C  2.593  3.043  -0.831
C  1.967  3.434  0.339
C  1.457  2.474  1.197
C  1.583  1.143  0.864
F  1.077  0.212  1.707
H  2.699  -3.210  -0.599
H  3.455  -3.242  -2.230
H  -3.565  -2.601  0.976
H  -3.619  -1.938  -0.687
H  -3.358  -0.462  1.773
H  -1.124  2.783  -0.551
H  -1.268  4.841  1.059
H  -2.543  4.225  3.268
H  1.801  -1.236  0.111
H  3.220  1.405  -2.062
H  2.989  3.787  -1.505
H  1.875  4.480  0.589
H  0.967  2.742  2.120